This record from the Open Molecules 2025 dataset describes C3H7NO in the gas phase at a distorted geometry. The level of theory is wB97M-V/def2-TZVPD.

Calculated values
**HOMO-LUMO gap**: 0.39226 hartree
**HOMO level**: -9.797 eV
**SMILES string**: CCNC=O
**Maximum force**: 3.7 eV Å⁻¹

Geometry as XYZ:
```
12
Properties=species:S:1:pos:R:3:forces:R:3:nbo_charge:R:1
C 1.973057 -0.447675 -0.190957 -0.3 2.3 0.3 -0.62
C 0.872216 0.224085 -1.119090 2.5 -0.1 1.1 -0.22
N -0.425929 -0.039665 -0.520039 -1.3 0.3 0.4 -0.65
C -0.898086 0.213121 0.795397 -0.1 0.0 -0.4 0.54
O -2.038117 0.011028 1.254351 3.3 0.7 -1.7 -0.57
H 2.997720 -0.371412 -0.676380 -1.3 -0.3 0.7 0.22
H 2.010340 0.223966 0.819233 0.0 -2.2 -2.2 0.21
H 1.571104 -1.481724 -0.111103 0.9 0.6 0.6 0.23
H 1.001853 -0.226059 -2.120274 -0.8 -0.2 0.5 0.21
H 1.131520 1.282827 -1.325072 -0.4 -0.2 0.6 0.18
H -1.104091 0.169628 -1.201126 -1.5 -0.5 -0.7 0.39
H -0.005132 0.655015 1.308083 -1.0 -0.4 0.8 0.10
```
Positions in Å, forces in eV/Å.


This record from the Open Molecules 2025 dataset describes a molecular structure, C6H14CeO3 at a distorted geometry. The level of theory is wB97M-V/def2-TZVPD.

Calculated values
**HOMO-LUMO gap (spin up / spin down)**: 0.29190 / 0.22816 hartree
**HOMO level (spin up / spin down)**: -16.487 / -16.489 eV
**2S+1**: 3
**<S²>**: 2.006
**Net charge**: +2
**Maximum force**: 2.2 eV Å⁻¹

Geometry as XYZ:
```
24
Properties=species:S:1:pos:R:3:forces:R:3:lowdin_charge:R:1
H -1.335812 -0.411235 -2.801677 0.3 0.0 0.2 -0.16
C 1.777174 -1.950653 -2.056746 0.9 -1.7 0.9 -0.19
O 1.390100 -2.426243 -0.863185 -0.5 0.4 -1.1 -0.04
C 1.916317 -1.804482 0.307786 0.6 0.7 1.0 -0.09
H 2.781151 -1.507390 -2.122583 0.0 -0.2 0.0 0.13
H 1.385933 -2.535177 -2.893099 0.1 -0.1 0.0 0.13
H 2.076758 -2.595337 1.049395 0.0 0.1 -0.2 0.17
H 2.871806 -1.323368 0.057674 0.0 -0.2 0.1 0.15
Ce 0.535839 0.074129 -2.366285 -1.4 1.6 -0.4 1.68
C 0.965737 -0.763461 0.904972 0.1 -1.2 0.4 -0.09
O 0.743212 0.294768 -0.035036 0.0 -0.4 -0.7 -0.36
C 0.424587 1.582985 0.523703 0.0 1.1 0.6 -0.12
C -1.048494 1.911512 0.482375 -0.2 0.0 0.5 -0.20
O -1.745518 1.102113 1.389671 1.1 -0.2 -0.3 -0.16
C -3.078376 0.858519 1.011608 -1.1 0.0 -0.1 -0.07
H 1.449635 -0.340747 1.795601 -0.1 -0.2 -0.2 0.16
H 0.008045 -1.220182 1.181091 0.1 0.2 0.0 0.16
H 0.977554 2.318636 -0.074168 0.0 0.0 0.1 0.15
H 0.807196 1.615518 1.553077 -0.1 0.0 -0.3 0.16
H -1.434974 1.777028 -0.546152 -0.1 0.0 -0.1 0.12
H -1.161855 2.979772 0.744264 0.0 -0.2 -0.2 0.16
H -3.528230 0.214087 1.775374 0.2 0.2 -0.2 0.11
H -3.650205 1.800166 0.948261 0.1 -0.3 0.0 0.11
H -3.127571 0.349049 0.034086 0.0 0.1 0.2 0.09
```
Positions in Å, forces in eV/Å.


This record from the Open Molecules 2025 dataset describes a molecular structure, C4H19B2ClNOV at a distorted geometry. The level of theory is wB97M-V/def2-TZVPD.

Calculated values
**HOMO-LUMO gap (spin up / spin down)**: 0.21074 / 0.27722 hartree
**HOMO level (spin up / spin down)**: -3.136 / -4.971 eV
**2S+1**: 4
**<S²>**: 3.756
**Net charge**: -1
**Maximum force**: 2.8 eV Å⁻¹

Geometry as XYZ:
```
29
Properties=species:S:1:pos:R:3:forces:R:3:nbo_charge:R:1
V -11.692019 19.525832 8.359519 0.0 2.0 -0.2 0.94
B -10.107606 20.445059 6.707234 0.8 0.3 -0.7 -0.61
H -9.897295 19.907171 5.693249 0.4 -0.9 -1.0 -0.04
H -9.871840 19.820247 7.629450 1.3 -1.3 1.5 -0.04
H -9.520955 21.444296 6.767892 0.3 1.2 0.1 0.00
H -11.240296 20.599495 6.768885 -2.6 0.6 -0.2 -0.04
B -10.791516 18.816427 10.236862 1.2 -0.6 1.7 -0.76
H -10.702082 18.100279 9.361157 0.4 -1.9 -1.4 -0.03
H -10.322263 18.360384 11.194906 0.3 -0.7 1.0 0.01
H -10.222289 19.777369 9.998175 0.9 1.7 -0.5 0.03
H -11.882589 19.078513 10.412624 -2.3 0.5 0.2 0.02
Cl -12.627980 21.756100 9.162289 -0.1 -0.6 -0.2 -0.69
C -14.615987 18.562504 5.747168 0.1 0.2 -0.5 -0.62
C -13.545160 17.915229 6.641158 -2.8 -0.3 -0.5 -0.06
C -12.200007 17.799117 5.960833 0.3 0.9 1.3 -0.08
O -11.257567 17.714236 7.039336 -0.1 -1.0 -0.5 -0.54
C -10.239095 16.755112 6.740450 -0.4 0.5 -0.6 -0.23
N -13.572734 18.581750 7.974736 -0.5 -1.0 -0.3 -0.81
H -15.652722 18.408877 6.060980 0.2 -0.4 0.4 0.21
H -14.548280 18.100862 4.756353 0.0 0.4 -0.1 0.21
H -14.534600 19.651359 5.683741 0.5 -0.1 -0.2 0.23
H -13.953011 16.896314 6.702714 0.4 -0.1 0.6 0.17
H -11.988837 18.696318 5.370710 0.2 -0.2 -0.2 0.22
H -12.169567 16.875721 5.386061 0.0 0.1 -0.3 0.18
H -9.782590 17.068184 5.797163 0.5 0.0 0.2 0.19
H -10.705252 15.785243 6.532976 0.0 -0.1 0.3 0.15
H -9.532175 16.679488 7.557338 0.0 0.2 0.1 0.22
H -13.783889 17.857848 8.661278 0.6 0.1 0.1 0.38
H -14.415018 19.147066 8.040425 0.3 0.5 -0.2 0.39
```
Positions in Å, forces in eV/Å.


This record from the Open Molecules 2025 dataset describes a molecular structure, C44H38NP2S3SiTa. The level of theory is wB97M-V/def2-TZVPD.

Calculated values
**HOMO-LUMO gap**: 0.24999 hartree
**HOMO level**: -13.900 eV
**Net charge**: +2
**Maximum force**: 0.6 eV Å⁻¹

Geometry as XYZ:
```
90
Properties=species:S:1:pos:R:3:forces:R:3:lowdin_charge:R:1
Ta -0.817169 -0.504644 -0.846796 -0.1 0.0 -0.6 0.93
C -1.647702 -1.268984 2.857911 0.1 0.1 0.0 -0.17
Si -0.409900 -0.307663 1.826192 0.0 0.0 0.0 0.59
C -0.803587 1.474707 2.322004 0.1 0.0 0.1 -0.29
C -0.760847 1.821350 3.678338 0.0 0.1 0.0 -0.08
C -1.196261 3.059796 4.117248 0.0 0.0 0.0 -0.04
C -1.715170 3.982498 3.212715 0.0 0.0 0.0 -0.04
C -1.771382 3.665178 1.870203 0.0 0.1 0.0 -0.07
C -1.298582 2.425754 1.433897 0.0 -0.1 -0.1 -0.41
P -1.249405 2.077144 -0.328892 -0.1 0.1 0.0 0.98
C 0.040882 3.149314 -1.025248 0.0 0.0 0.0 -0.36
C 0.839152 3.915177 -0.177198 0.0 0.0 0.0 -0.08
C 1.762704 4.805104 -0.708639 0.0 0.0 0.0 -0.06
C 1.890675 4.939080 -2.082566 0.0 0.0 0.0 -0.06
C 1.114687 4.160157 -2.932860 0.0 0.0 0.0 -0.05
C 0.203856 3.262258 -2.407391 -0.1 0.0 0.0 -0.13
C -2.844702 2.643856 -0.974907 0.0 0.0 0.0 -0.39
C -2.980263 3.627588 -1.947912 0.0 0.0 0.0 -0.06
C -4.247968 4.017916 -2.362264 0.0 0.0 0.0 -0.05
C -5.374152 3.438696 -1.803653 0.0 0.0 0.0 -0.05
C -5.242785 2.465792 -0.818301 0.0 0.0 0.0 -0.05
C -3.985181 2.068531 -0.407468 0.0 0.0 0.0 -0.13
C 1.358600 -0.749763 2.286688 -0.1 0.0 0.1 -0.29
C 1.792074 -0.742133 3.617245 0.0 0.0 0.0 -0.07
C 3.124505 -0.943192 3.935225 0.0 0.0 0.0 -0.04
C 4.063801 -1.149285 2.928527 0.0 0.0 0.0 -0.04
C 3.658400 -1.179176 1.608048 0.1 0.0 0.0 -0.07
C 2.309506 -0.996509 1.298545 0.0 0.1 -0.1 -0.41
P 1.758094 -1.138086 -0.408858 0.0 0.0 -0.2 0.94
C 2.921441 -0.171878 -1.397157 0.2 0.0 0.0 -0.41
C 3.032666 1.186946 -1.098022 0.0 0.1 0.0 -0.10
C 3.946419 1.973324 -1.778102 0.0 0.0 0.0 -0.05
C 4.739874 1.415626 -2.772296 0.0 0.0 0.0 -0.04
C 4.637135 0.066337 -3.068973 0.0 0.0 0.0 -0.05
C 3.738872 -0.732629 -2.376474 0.0 0.0 0.0 -0.08
C 1.988547 -2.885558 -0.870539 0.0 0.0 0.2 -0.38
C 1.706579 -3.335020 -2.166368 0.0 0.0 0.0 -0.14
C 1.803554 -4.680928 -2.475835 0.0 -0.1 0.0 -0.05
C 2.179158 -5.598794 -1.501563 0.0 0.0 0.0 -0.04
C 2.461906 -5.163384 -0.216656 0.0 0.0 0.0 -0.05
C 2.362291 -3.814504 0.102014 0.0 0.0 0.0 -0.08
H -1.514656 -0.912484 3.883917 0.0 0.0 0.0 0.04
H -1.490716 -2.342206 2.850697 0.0 -0.1 0.0 0.02
H -2.684017 -1.055332 2.590217 0.0 0.0 -0.1 0.04
H -0.401020 1.117092 4.417934 0.0 0.0 0.0 0.09
H -1.151483 3.304446 5.170202 0.0 0.0 0.0 0.12
H -2.070492 4.943096 3.559846 0.0 0.0 0.0 0.12
H -2.178495 4.377562 1.162162 0.0 0.0 0.0 0.12
H 0.740579 3.838463 0.897241 0.0 0.0 0.0 0.11
H 2.369725 5.404404 -0.043438 0.0 0.0 0.0 0.12
H 2.600016 5.645158 -2.494017 0.0 0.0 0.0 0.12
H 1.216971 4.256406 -4.005430 0.0 0.0 0.0 0.12
H -0.396968 2.670118 -3.087546 0.0 0.0 0.0 0.07
H -2.116468 4.112276 -2.378675 0.0 0.0 0.0 0.10
H -4.348424 4.784888 -3.117956 0.0 0.0 0.0 0.12
H -6.359768 3.748076 -2.124131 0.0 0.0 0.0 0.12
H -6.121858 2.022758 -0.370249 0.0 0.0 0.0 0.12
H -3.894479 1.316555 0.370887 0.0 0.0 0.0 0.11
H 1.088017 -0.572946 4.422465 0.0 0.0 0.0 0.10
H 3.440429 -0.929846 4.969828 0.0 0.0 0.0 0.12
H 5.106092 -1.290624 3.180050 0.0 0.0 0.0 0.12
H 4.386928 -1.347776 0.823097 0.0 0.0 0.0 0.12
H 2.434353 1.636311 -0.312193 0.0 0.0 0.0 0.10
H 4.044078 3.018958 -1.525026 0.0 0.0 0.0 0.11
H 5.452711 2.032340 -3.303088 0.0 0.0 0.0 0.12
H 5.271020 -0.373285 -3.826901 0.0 0.0 0.0 0.12
H 3.709056 -1.791217 -2.587580 -0.1 0.0 0.0 0.10
H 1.414406 -2.640008 -2.944005 0.0 0.0 0.0 0.08
H 1.590948 -5.016992 -3.481978 0.0 0.0 0.0 0.12
H 2.256450 -6.649164 -1.747269 0.0 0.0 0.0 0.12
H 2.767791 -5.870356 0.542891 0.0 0.0 0.0 0.12
H 2.584606 -3.492336 1.111255 0.0 0.0 0.0 0.11
S -1.994668 0.600070 -4.879729 0.0 0.0 0.1 0.73
C -1.575407 -0.000046 -3.458386 0.2 -0.2 0.0 -1.65
S 0.158102 -0.130575 -2.930904 -0.4 0.1 0.3 0.57
S -2.746973 -0.604095 -2.232083 0.1 0.2 -0.2 0.54
N -1.114400 -2.760134 -0.672372 -0.1 0.0 0.2 -0.05
C -1.978207 -3.385208 0.332522 0.0 -0.1 0.0 -0.31
C -1.409585 -4.300461 1.203444 -0.1 0.0 -0.1 -0.04
C -2.211045 -4.915494 2.153129 0.1 0.0 0.1 -0.05
C -3.559330 -4.603452 2.237522 -0.1 0.0 0.0 -0.05
C -4.117185 -3.693582 1.350893 0.0 0.0 0.0 -0.05
C -3.329864 -3.082396 0.383159 0.1 0.0 0.0 -0.05
H -0.198184 -3.208086 -0.628915 0.0 -0.1 0.0 0.05
H -1.482441 -2.981132 -1.597321 0.0 -0.1 0.0 0.10
H -0.358923 -4.553358 1.124246 0.1 0.0 0.0 0.11
H -1.779375 -5.641400 2.829098 0.0 0.0 0.0 0.12
H -4.179765 -5.081032 2.983069 0.0 0.0 0.0 0.12
H -5.174932 -3.473364 1.394293 0.0 0.0 0.0 0.12
H -3.783493 -2.410609 -0.334696 0.0 0.0 0.0 0.08
```
Positions in Å, forces in eV/Å.


This record from the Open Molecules 2025 dataset describes 5 unconnected molecules or ions with the total composition C20H49N2O16P5 at a distorted geometry. The level of theory is wB97M-V/def2-TZVPD.

Calculated values
**HOMO-LUMO gap**: 0.30618 hartree
**HOMO level**: -8.087 eV
**SMILES string**: CCP(CC)[C@H](C#N)CC#N.COP(=O)(OC)OC.COP(=O)(OC)OC.COP(=O)(OC)OC.COP(=O)(OC)OC
**Maximum force**: 6.9 eV Å⁻¹

Geometry as XYZ:
```
92
Properties=species:S:1:pos:R:3:forces:R:3:lowdin_charge:R:1
C -2.028212 0.688517 2.009301 1.0 -0.6 -1.1 -0.16
C -0.678899 1.281404 2.667409 -0.2 0.6 -1.5 -0.40
P -0.933443 2.440040 4.144928 1.8 -0.6 1.8 0.93
C -0.141120 4.130294 3.779799 -0.4 1.2 -1.1 -0.42
C -0.940581 5.029829 2.706663 0.3 1.0 -0.2 -0.20
C -2.762224 2.672942 4.597398 -1.2 1.9 0.3 -0.47
C -2.817079 3.594531 5.931142 1.4 0.9 3.4 -0.21
N -2.702112 4.127862 7.017222 -0.9 -2.8 -6.1 0.11
C -3.560505 1.316771 4.940207 -0.3 -0.4 0.3 -0.19
C -2.633288 0.116704 5.437372 1.5 -2.7 2.3 -0.20
N -2.035776 -0.795557 5.973752 -3.3 5.1 -3.3 0.11
H -1.867596 0.705055 0.857915 -0.4 -0.1 1.9 0.08
H -2.976946 1.294441 2.211114 1.4 -1.0 -0.1 0.05
H -2.112313 -0.424959 2.292661 -0.3 1.8 -0.3 0.08
H -0.124262 1.886742 1.846544 -0.9 -0.9 1.4 0.07
H 0.061764 0.452651 2.988454 -1.5 1.4 -0.3 0.08
H 0.014239 4.765778 4.737041 -0.4 -1.4 -1.4 0.09
H 0.914681 3.933079 3.359526 -1.7 0.0 0.7 0.08
H -0.278686 5.928104 2.373955 -1.1 -1.5 0.6 0.07
H -1.214626 4.473163 1.737862 0.4 0.6 1.6 0.07
H -1.890932 5.519041 3.157776 1.5 -1.0 -0.7 0.07
H -3.281387 3.301551 3.766426 0.4 -1.3 1.5 0.11
H -4.306787 1.574964 5.789839 1.4 -0.7 -1.3 0.13
H -4.221718 0.983396 4.049622 1.5 0.4 1.4 0.12
C 4.758851 1.909451 -2.280967 0.6 0.1 -0.5 -0.10
O 3.862272 1.476897 -1.269492 -0.8 -0.2 -0.1 -0.21
P 2.286638 1.544479 -1.563153 -0.3 -0.5 0.0 0.43
O 1.896760 1.379553 -2.986178 0.9 0.1 1.4 -0.25
O 1.816741 2.909358 -0.874740 -0.3 -1.2 0.1 -0.21
C 2.142328 4.131769 -1.513013 0.1 0.6 -0.2 -0.10
O 1.696114 0.442098 -0.570225 0.1 1.7 -0.3 -0.21
C 2.104894 -0.901707 -0.780819 0.4 -0.8 -0.2 -0.08
H 4.893376 2.991893 -2.220340 0.0 -0.1 0.0 0.08
H 5.722291 1.424023 -2.117050 -0.2 0.0 0.1 0.09
H 4.402331 1.635292 -3.275672 -0.1 0.1 0.1 0.09
H 2.272276 4.004903 -2.589820 0.0 0.0 0.0 0.07
H 3.059454 4.531926 -1.076775 0.0 0.0 0.0 0.09
H 1.331003 4.842300 -1.339998 0.1 -0.2 0.0 0.09
H 3.091210 -1.058163 -0.338488 -0.1 0.0 0.0 0.10
H 2.137885 -1.141246 -1.846744 0.0 0.0 0.1 0.10
H 1.390287 -1.563853 -0.294212 0.0 0.3 -0.2 0.06
C -2.469641 -5.925671 -1.971151 0.2 -0.5 -0.5 -0.10
O -3.134885 -4.967396 -1.162646 0.3 0.7 0.3 -0.21
P -2.252429 -4.026932 -0.208098 0.2 0.3 0.1 0.41
O -0.885242 -3.724580 -0.699087 -1.1 -0.4 0.2 -0.24
O -2.327289 -4.736344 1.221714 -0.3 1.2 -0.6 -0.21
C -1.567599 -5.915754 1.428394 0.4 -0.6 0.1 -0.10
O -3.192204 -2.749669 -0.008530 0.5 -1.1 0.7 -0.21
C -3.504569 -1.998343 -1.171185 -0.2 0.3 -0.6 -0.10
H -2.294485 -6.838526 -1.397408 0.0 0.0 -0.1 0.08
H -3.110006 -6.161090 -2.822850 -0.1 0.1 0.2 0.09
H -1.522200 -5.539472 -2.351694 0.0 0.0 0.1 0.09
H -0.695779 -5.956969 0.771732 0.0 0.1 0.0 0.09
H -2.201577 -6.786915 1.253160 0.0 0.0 0.0 0.09
H -1.225135 -5.932508 2.465309 -0.1 0.1 -0.1 0.09
H -4.313514 -2.487916 -1.717700 0.1 0.0 0.0 0.09
H -2.631012 -1.897133 -1.820484 0.0 0.0 0.1 0.09
H -3.834147 -1.003616 -0.867088 0.1 -0.2 0.1 0.09
C 0.527072 2.844977 -4.922438 0.5 -0.5 0.3 -0.11
O -0.822329 2.992742 -5.347337 -0.5 0.3 -1.0 -0.21
P -1.110515 3.746064 -6.733835 0.2 -0.2 -0.4 0.40
O -0.046591 3.620158 -7.759560 -0.7 0.1 1.0 -0.24
O -1.477187 5.242170 -6.303592 -0.6 -0.9 -0.6 -0.21
C -0.428313 6.096783 -5.885457 0.4 0.4 0.2 -0.11
O -2.534253 3.158412 -7.162460 0.5 1.1 0.5 -0.21
C -2.598828 1.764617 -7.416295 0.0 -0.7 -0.1 -0.11
H 0.848415 3.743221 -4.389226 0.0 0.0 0.0 0.07
H 0.584609 1.992258 -4.244436 -0.2 0.4 -0.3 0.05
H 1.193634 2.656285 -5.766324 -0.1 0.1 0.0 0.09
H 0.530553 5.803402 -6.318172 -0.1 0.0 0.0 0.09
H -0.361420 6.077302 -4.795889 0.0 0.0 0.0 0.09
H -0.659621 7.114978 -6.205826 -0.1 -0.2 0.0 0.09
H -2.677706 1.223037 -6.471061 0.0 0.0 -0.1 0.09
H -1.715901 1.423216 -7.962764 -0.1 0.0 0.0 0.09
H -3.486037 1.558995 -8.017265 0.1 0.2 0.1 0.09
C 2.336896 -3.749064 5.021215 -0.1 0.4 0.6 -0.10
O 2.610490 -4.727658 4.029691 0.5 0.0 -0.6 -0.22
P 3.186672 -4.241162 2.612731 0.4 0.3 -0.3 0.40
O 4.011174 -3.008679 2.650975 -0.8 -0.9 0.2 -0.24
O 1.903108 -4.180154 1.663266 1.2 -0.7 0.0 -0.20
C 0.993855 -3.106002 1.832058 -0.5 0.6 0.1 -0.12
O 3.943492 -5.543177 2.076632 -1.1 0.7 -0.2 -0.21
C 5.042915 -6.004373 2.845248 0.5 -0.2 0.4 -0.11
H 1.338246 -3.333775 4.868119 0.1 0.0 0.1 0.08
H 2.372766 -4.231224 5.999568 0.0 -0.1 -0.2 0.09
H 3.077778 -2.947539 5.007293 -0.1 0.0 -0.1 0.09
H 1.480193 -2.226391 2.260645 0.1 -0.1 0.0 0.09
H 0.175943 -3.426465 2.480732 0.0 0.0 0.0 0.09
H 0.584277 -2.839018 0.857408 0.0 -0.3 0.2 0.04
H 4.678181 -6.585917 3.694788 0.0 0.1 0.0 0.09
H 5.649121 -5.168970 3.204962 0.0 0.0 0.0 0.09
H 5.664119 -6.645531 2.217972 -0.2 0.1 -0.1 0.09
```
Positions in Å, forces in eV/Å.


This record from the Open Molecules 2025 dataset describes a gas-phase ion, C2H6N (charge +1) at a distorted geometry. The level of theory is wB97M-V/def2-TZVPD.

Calculated values
**HOMO-LUMO gap**: 0.45978 hartree
**HOMO level**: -18.142 eV
**SMILES string**: C=[NH+]C
**Net charge**: +1
**Maximum force**: 1.4 eV Å⁻¹

Geometry as XYZ:
```
9
Properties=species:S:1:pos:R:3:forces:R:3:nbo_charge:R:1
C 1.028048 -0.672545 -0.544417 0.1 0.3 0.0 0.14
N 0.285287 0.329372 -0.311572 -0.1 0.1 -0.2 -0.37
C -0.892629 0.341963 0.551235 -0.4 -0.6 1.2 -0.46
H 0.875601 -1.607852 -0.020742 -0.1 -0.1 -0.1 0.24
H 1.807592 -0.532029 -1.278188 0.2 -0.2 0.0 0.24
H 0.500626 1.183979 -0.820264 -0.1 0.0 0.1 0.45
H -1.549274 -0.490824 0.308862 0.0 0.1 -0.4 0.25
H -1.426521 1.279725 0.515999 0.1 0.2 -0.4 0.26
H -0.628727 0.168208 1.599083 0.4 0.2 -0.2 0.26
```
Positions in Å, forces in eV/Å.